# 1
Molecular formula: C62H54F3N4O6P3S3Tl
Method: DFT, ωB97M-V/def2-TZVPD

The value obtained for the orbital gap is 5.173 eV. The maximum force is 1.813 eV/Å. The LUMO energy comes out at -4.74 eV. As for the HOMO energy: -9.911 eV. For the molecular weight, the calculation gives 1401.636 g/mol.

Geometry as ORCA input:
```
! RIJCOSX wB97M-V def2-TZVPD def2/J DEFGRID3
* xyz 1 1
Tl 0.014 -0.599 -0.115
O -2.801 2.995 3.459
C -2.294 2.099 4.320
C -2.511 2.307 5.683
C -1.994 1.441 6.622
C -1.230 0.351 6.224
C -1.022 0.125 4.883
C -1.560 0.973 3.911
C -1.332 0.620 2.500
O -0.603 -0.381 2.227
N -1.961 1.370 1.612
N -1.864 1.095 0.290
C -2.825 1.564 -0.415
S -4.139 2.433 0.368
C -4.905 2.991 -1.190
C -4.675 1.941 -2.248
S -2.922 1.416 -2.142
H -2.653 2.654 2.550
H -3.099 3.161 5.979
H -2.182 1.615 7.669
H -0.801 -0.311 6.960
H -0.445 -0.721 4.539
H -4.435 3.936 -1.463
H -5.963 3.142 -0.990
H -4.851 2.325 -3.252
H -5.293 1.060 -2.081
O 0.301 0.404 -3.164
N -0.724 -0.385 -2.643
C -1.148 -1.261 -3.460
C -2.289 -2.135 -3.279
C -2.898 -2.536 -4.479
C -4.034 -3.317 -4.501
C -4.590 -3.744 -3.305
C -3.993 -3.383 -2.112
C -2.849 -2.580 -2.074
P -2.253 -2.256 -0.375
C -3.722 -1.413 0.371
C -3.718 -1.120 1.733
C -4.804 -0.515 2.339
C -5.918 -0.182 1.590
C -5.926 -0.444 0.231
C -4.837 -1.044 -0.379
C -2.298 -3.867 0.461
C -2.341 -5.041 -0.286
C -2.524 -6.254 0.347
C -2.633 -6.312 1.727
C -2.460 -5.161 2.476
C -2.274 -3.945 1.850
H 0.408 1.145 -2.545
H -0.699 -1.300 -4.456
H -2.478 -2.205 -5.417
H -4.484 -3.600 -5.440
H -5.481 -4.355 -3.294
H -4.426 -3.721 -1.179
H -2.857 -1.347 2.336
H -4.771 -0.295 3.396
H -6.767 0.294 2.055
H -6.787 -0.172 -0.363
H -4.864 -1.234 -1.442
H -2.205 -5.004 -1.355
H -2.570 -7.158 -0.241
H -2.818 -7.256 2.217
H -2.461 -5.215 3.553
H -2.078 -3.072 2.447
C 2.580 3.156 -0.593
N 3.543 2.155 -0.951
C 3.811 1.148 0.019
P 2.905 -0.566 -0.094
C 3.656 -1.325 -1.563
C 5.022 -1.609 -1.591
C 5.597 -2.105 -2.748
C 4.828 -2.297 -3.884
C 3.473 -2.011 -3.858
C 2.885 -1.536 -2.698
C 3.585 -1.407 1.367
C 3.436 -0.847 2.634
C 3.861 -1.538 3.755
C 4.435 -2.791 3.625
C 4.572 -3.359 2.367
C 4.147 -2.677 1.244
C 4.553 2.548 -1.853
C 5.229 1.582 -2.592
C 6.236 1.937 -3.468
C 6.586 3.265 -3.636
C 5.910 4.234 -2.915
C 4.906 3.887 -2.027
P 0.885 2.453 -0.097
C -0.213 3.648 -0.953
C -0.031 3.877 -2.316
C -0.881 4.725 -3.002
C -1.925 5.349 -2.340
C -2.127 5.109 -0.990
C -1.291 4.246 -0.304
C 0.910 3.106 1.614
C 1.129 2.211 2.653
C 1.207 2.659 3.959
C 1.048 4.004 4.237
C 0.859 4.906 3.203
C 0.811 4.468 1.892
H 2.425 3.811 -1.453
H 2.913 3.762 0.264
H 3.581 1.519 1.024
H 4.864 0.859 -0.021
H 5.635 -1.419 -0.720
H 6.654 -2.328 -2.763
H 5.287 -2.669 -4.787
H 2.872 -2.162 -4.741
H 1.824 -1.338 -2.667
H 2.978 0.122 2.760
H 3.741 -1.097 4.733
H 4.764 -3.332 4.498
H 5.009 -4.339 2.255
H 4.224 -3.137 0.270
H 4.953 0.549 -2.488
H 6.745 1.168 -4.028
H 7.373 3.545 -4.319
H 6.170 5.275 -3.035
H 4.424 4.668 -1.459
H 0.783 3.402 -2.852
H -0.720 4.898 -4.056
H -2.576 6.023 -2.874
H -2.934 5.592 -0.462
H -1.470 4.048 0.742
H 1.221 1.159 2.427
H 1.383 1.957 4.757
H 1.078 4.355 5.257
H 0.752 5.959 3.414
H 0.690 5.180 1.087
F 2.820 -4.347 -2.169
C 1.835 -4.969 -1.510
F 2.399 -5.885 -0.727
F 1.079 -5.601 -2.408
S 0.804 -3.792 -0.451
O 0.341 -4.637 0.596
O 1.751 -2.758 -0.057
O -0.199 -3.265 -1.370
*
```

Results of the Mulliken charge analysis, in e, for atoms 1 through 99: 3.302, -0.762, 0.559, -0.753, -0.518, -0.865, -0.816, 0.662, -0.194, -1.137, 0.937, 0.213, -0.763, 0.035, -0.688, -0.766, 0.162, 0.174, 0.506, 0.418, 0.465, 0.421, 0.219, 0.595, 0.646, 0.075, -0.761, 0.875, -1.197, 0.010, -0.817, -1.053, -0.922, -0.171, 0.714, 1.652, 1.398, 0.309, -0.723, -1.067, -0.813, -0.696, 0.313, -0.077, -0.978, -0.780, -0.995, -0.411, -0.189, 0.418, 0.513, 0.440, 0.523, 0.620, -0.678, 0.531, 0.421, 0.481, 0.537, 0.614, 0.466, 0.420, 0.491, 0.318, -2.282, 0.731, -2.014, 2.552, 0.894, -0.207, -1.073, -0.910, -0.679, -0.186, 0.990, -0.666, -0.830, -0.792, -0.877, -0.906, 0.029, 0.040, -0.854, -0.617, -0.768, -0.376, 2.377, 0.923, -0.761, -1.151, -0.657, -1.160, -0.480, 0.243, -0.802, 0.056, -1.079, -0.918, -0.233

=====

# 2
Molecular formula: C62H61AsCaCl3F2N3OS
Method: DFT, ωB97M-V/def2-TZVPD

The value obtained for the orbital gap is 7.075 eV. The maximum force is 1.312 eV/Å. The LUMO energy comes out at 0.22 eV. As for the HOMO energy: -6.853 eV. For the molecular weight, the calculation gives 1155.612 g/mol.

Geometry as ORCA input:
```
! RIJCOSX wB97M-V def2-TZVPD def2/J DEFGRID3
* xyz 0 1
Ca 1.328 -0.852 -0.482
C 2.087 -2.261 -2.371
C 0.939 -1.830 -3.119
C -0.116 -2.735 -2.804
C 0.398 -3.656 -1.860
C 1.754 -3.417 -1.626
C 2.689 -4.377 -0.911
C 4.152 -4.049 -1.216
C 2.420 -5.807 -1.407
C 2.449 -4.337 0.606
C -1.558 -2.874 -3.303
C -1.664 -2.981 -4.834
C -2.186 -4.183 -2.790
C -2.434 -1.728 -2.772
C 1.148 -0.777 -4.217
C 2.326 0.153 -3.858
C -0.046 0.154 -4.479
C 1.532 -1.496 -5.523
H 3.102 -1.988 -2.631
H -0.151 -4.473 -1.416
H 4.352 -4.176 -2.281
H 4.816 -4.713 -0.658
H 4.394 -3.021 -0.946
H 2.451 -5.843 -2.497
H 1.440 -6.162 -1.085
H 3.176 -6.493 -1.014
H 2.811 -3.398 1.035
H 2.964 -5.161 1.109
H 1.381 -4.429 0.815
H -1.067 -3.824 -5.184
H -1.328 -2.092 -5.355
H -2.704 -3.160 -5.118
H -1.620 -5.046 -3.143
H -3.204 -4.266 -3.177
H -2.233 -4.221 -1.702
H -2.068 -0.757 -3.098
H -2.419 -1.751 -1.677
H -3.470 -1.838 -3.105
H 2.213 0.561 -2.850
H 2.363 0.985 -4.564
H 3.283 -0.363 -3.920
H -0.363 0.638 -3.555
H -0.902 -0.362 -4.900
H 0.241 0.931 -5.193
H 2.424 -2.103 -5.359
H 1.742 -0.774 -6.319
H 0.738 -2.161 -5.858
F 6.154 -1.534 2.293
C 5.008 -0.826 2.281
C 4.165 -0.907 1.191
C 2.953 -0.207 1.122
C 2.666 0.624 2.229
C 3.532 0.664 3.325
F 3.212 1.374 4.436
C 4.703 -0.061 3.387
C 1.440 1.456 2.269
C 1.484 2.750 2.805
C 0.316 3.468 2.946
C -0.876 2.895 2.523
C -0.820 1.645 1.938
N 0.297 0.929 1.815
H 4.478 -1.555 0.379
H 5.330 -0.034 4.266
H 2.425 3.172 3.122
H 0.332 4.456 3.391
H -1.821 3.406 2.651
H -1.727 1.173 1.580
Cl -5.305 7.000 1.524
C -4.004 6.585 0.468
C -3.341 5.380 0.620
C -2.273 5.085 -0.209
C -1.855 5.953 -1.215
C -0.670 5.620 -2.097
C -0.865 4.333 -2.922
N -0.786 3.086 -2.186
C -1.840 2.274 -1.835
C -1.293 1.180 -1.238
N 0.075 1.304 -1.217
C 0.343 2.460 -1.779
O 0.603 5.469 -1.463
C 0.869 5.874 -0.125
C 0.569 7.300 0.248
C 0.995 8.402 -0.432
Cl 1.909 8.413 -1.879
S 0.515 9.877 0.326
C -0.259 9.009 1.588
C -0.154 7.668 1.419
C -2.578 7.141 -1.370
Cl -2.214 8.277 -2.627
C -3.629 7.468 -0.529
H -3.655 4.683 1.385
H -1.736 4.161 -0.048
H -0.566 6.411 -2.841
H -0.071 4.323 -3.669
H -1.824 4.375 -3.434
H -2.861 2.537 -2.050
H -1.783 0.304 -0.844
H 1.327 2.871 -1.932
H 1.945 5.712 -0.031
H 0.369 5.210 0.582
H -0.754 9.545 2.382
H -0.588 6.946 2.098
H -4.143 8.410 -0.657
C -3.395 0.153 4.605
C -3.871 -0.386 3.419
C -3.013 -1.081 2.579
C -1.675 -1.258 2.917
C -1.212 -0.731 4.117
C -2.064 -0.028 4.956
As -0.479 -2.188 1.649
C 0.575 -3.039 3.044
C 1.710 -2.533 3.654
C 2.258 -3.191 4.748
C 1.669 -4.355 5.221
C 0.556 -4.886 4.587
C 0.002 -4.237 3.491
C -1.168 -4.686 2.718
C -1.877 -5.866 2.909
C -2.947 -6.175 2.082
C -3.321 -5.313 1.061
C -2.626 -4.126 0.871
C -1.556 -3.814 1.692
H -4.059 0.707 5.257
H -4.914 -0.268 3.151
H -3.392 -1.494 1.650
H -0.178 -0.862 4.406
H -1.685 0.379 5.884
H 2.171 -1.628 3.280
H 3.139 -2.791 5.233
H 2.082 -4.854 6.089
H 0.118 -5.806 4.957
H -1.596 -6.549 3.701
H -3.491 -7.098 2.234
H -4.149 -5.566 0.412
H -2.914 -3.448 0.076
*
```

Results of the Mulliken charge analysis, in e, for atoms 1 through 99: 2.415, -1.557, 1.241, 0.278, -0.336, -0.615, 2.467, -1.850, -1.938, -0.964, 2.595, -1.960, -2.318, -0.933, 2.186, -1.898, -1.442, -1.856, 0.356, 0.422, 0.420, 0.410, 0.042, 0.400, 0.301, 0.437, -0.217, 0.654, -0.196, 0.352, 0.330, 0.454, 0.418, 0.464, 0.270, 0.016, -0.339, 0.557, 0.101, 0.466, 0.435, 0.050, 0.150, 0.641, 0.325, 0.499, 0.227, -0.360, 0.223, -0.797, -0.735, 0.394, 0.512, -0.400, -0.728, -0.381, -0.604, -1.183, -0.779, -0.779, 1.480, 0.382, 0.536, 0.634, 0.497, 0.661, 0.504, -0.221, 0.127, -1.541, 1.198, -0.556, -0.023, -2.008, 0.919, -0.787, -1.281, 1.127, -1.557, -0.351, 0.053, -0.081, 0.772, -0.206, -0.181, -0.442, -0.815, 0.725, -0.232, -0.689, 0.584, 0.239, 0.839, 0.436, 0.467, 0.618, 0.275, 0.349, 0.708

=====

# 3
Molecular formula: C62H61ClGe2I2N3OReS4Se
Method: DFT, ωB97M-V/def2-TZVPD

The value obtained for the orbital gap (spin up / spin down) is 5.904 / 5.497 eV. The maximum force is 2.440 eV/Å. The LUMO energy (spin up / spin down) comes out at 1.68 / 1.65 eV. As for the HOMO energy (spin up / spin down): -4.221 / -3.846 eV. For the molecular weight, the calculation gives 1692.106 g/mol.

Geometry as ORCA input:
```
! RIJCOSX wB97M-V def2-TZVPD def2/J DEFGRID3
* xyz -1 2
Re -1.753 2.314 1.630
I -8.569 0.082 4.110
C -6.992 1.027 3.098
C -6.983 2.408 2.975
C -5.907 3.014 2.348
I -5.819 5.094 2.167
C -4.813 2.283 1.815
O -3.789 2.893 1.279
C -4.915 0.875 1.892
C -3.863 0.057 1.209
N -2.509 0.255 1.777
C -2.414 -0.176 3.176
C -2.782 0.952 4.099
C -3.334 0.733 5.346
C -3.553 1.808 6.189
C -3.235 3.080 5.741
C -2.707 3.228 4.474
N -2.477 2.186 3.666
C -5.976 0.264 2.547
H -7.789 3.010 3.374
H -4.133 -1.002 1.268
H -3.796 0.338 0.157
H -1.888 -0.314 1.194
H -3.040 -1.050 3.373
H -1.379 -0.445 3.381
H -3.570 -0.280 5.650
H -3.963 1.655 7.180
H -3.385 3.952 6.362
H -2.441 4.201 4.087
H -6.005 -0.819 2.612
C 3.648 3.866 6.028
C 3.790 2.750 5.023
C 4.048 3.015 3.691
C 4.206 1.997 2.758
C 4.565 2.366 1.343
C 4.086 0.661 3.162
C 3.878 0.370 4.524
C 3.871 -1.039 5.084
C 3.716 1.420 5.424
C 4.250 -0.511 2.224
C 5.512 -1.100 2.145
C 5.654 -2.388 1.651
C 4.528 -3.119 1.312
C 3.260 -2.536 1.296
C 3.142 -1.182 1.661
Ge 1.545 0.031 1.275
S 0.420 1.731 2.277
S -0.138 -1.077 0.012
Ge 0.155 0.704 -1.337
S -1.403 2.153 -0.705
S 2.246 1.028 -0.692
C -0.385 0.146 -3.218
C -0.044 -1.225 -3.453
C -1.042 -2.170 -3.137
C -2.335 -1.774 -2.840
C -2.717 -0.477 -3.162
C -1.757 0.494 -3.444
C -2.216 1.748 -4.157
C -1.674 3.048 -4.040
C -0.355 3.426 -3.400
C -2.343 4.125 -4.625
C -3.473 3.976 -5.405
C -4.210 5.170 -5.967
C -3.861 2.679 -5.705
C -3.243 1.573 -5.133
C -3.656 0.235 -5.735
C 1.265 -1.672 -4.048
C 1.344 -2.943 -4.696
C 0.161 -3.796 -5.129
C 2.577 -3.443 -5.111
C 3.755 -2.737 -4.963
C 5.097 -3.331 -5.321
C 3.636 -1.414 -4.566
C 2.425 -0.843 -4.178
C 2.451 0.671 -4.089
C 2.072 -3.402 1.014
C 2.042 -4.207 -0.136
C 3.188 -4.261 -1.121
C 0.920 -4.980 -0.409
C -0.198 -4.971 0.411
C -1.451 -5.719 0.038
C -0.133 -4.224 1.579
C 0.984 -3.463 1.911
C 0.951 -2.769 3.260
H 3.258 4.772 5.560
H 4.618 4.107 6.472
H 2.975 3.579 6.838
H 4.128 4.045 3.357
H 5.637 2.574 1.269
H 4.025 3.260 1.027
H 4.347 1.569 0.645
H 3.901 -1.806 4.313
H 2.984 -1.199 5.701
H 4.744 -1.184 5.724
H 3.531 1.189 6.471
H 6.375 -0.551 2.508
H 6.634 -2.848 1.604
H 4.632 -4.175 1.092
H -0.755 -3.202 -2.983
H -3.052 -2.487 -2.445
H -3.759 -0.184 -3.135
H 0.227 2.579 -3.072
H -0.502 4.090 -2.549
H 0.239 3.964 -4.146
H -1.937 5.122 -4.470
H -3.607 6.076 -5.883
H -5.142 5.336 -5.417
H -4.463 5.018 -7.020
H -4.659 2.518 -6.424
H -3.822 0.374 -6.805
H -4.585 -0.153 -5.309
H -2.892 -0.529 -5.611
H -0.746 -3.211 -5.241
H -0.051 -4.616 -4.435
H 0.396 -4.243 -6.096
H 2.605 -4.424 -5.581
H 4.998 -4.385 -5.588
H 5.786 -3.252 -4.477
H 5.545 -2.802 -6.166
H 4.517 -0.775 -4.580
H 3.248 1.044 -4.736
H 2.647 1.045 -3.086
H 1.507 1.091 -4.421
H 3.925 -5.016 -0.826
H 3.698 -3.300 -1.213
H 2.818 -4.541 -2.105
H 0.913 -5.597 -1.306
H -1.246 -6.499 -0.697
H -2.185 -5.030 -0.392
H -1.913 -6.181 0.914
H -0.988 -4.219 2.254
H 0.493 -3.428 4.000
H 0.344 -1.854 3.224
H 1.943 -2.489 3.605
Cl 0.422 1.265 4.312
Se -1.372 4.771 1.554
C -0.078 5.138 2.809
N 0.717 5.425 3.603
*
```

Results of the Mulliken charge analysis, in e, for atoms 1 through 99: 1.079, -0.005, -0.375, -0.303, -0.174, -0.012, 0.251, -0.525, 0.518, -0.656, 0.754, -0.216, 1.149, -0.955, -0.694, -0.944, -0.460, 1.034, -0.636, 0.374, 0.552, 0.125, -0.891, 0.443, -0.836, 0.538, 0.461, 0.460, 0.387, 0.428, -1.712, 1.000, -0.618, 1.764, -1.916, 0.469, 1.097, -1.895, -1.070, -0.244, -0.689, -1.220, -0.256, -0.038, 0.047, -0.322, -0.200, -0.110, 0.034, -0.548, -0.639, 1.225, 0.931, -0.472, -1.667, -0.837, 0.657, -0.258, 1.352, -1.059, -1.105, 0.770, -1.543, -0.775, 0.929, -1.870, 0.186, 0.978, -2.096, -0.931, 0.809, -1.688, -0.664, 1.003, -1.564, 1.706, 1.106, -2.254, -0.767, 0.483, -1.564, -0.816, 0.646, -1.656, 0.388, 0.322, 0.369, 0.377, 0.403, 0.363, 0.155, 0.126, 0.311, 0.437, 0.347, 0.535, 0.380, 0.518, 0.351